No. 1
The following is a quantum chemistry calculation of C4H8INO4 in the gas phase at a distorted geometry, from OMol25.

For the HOMO energy, the calculation gives -9.404 eV. As for the energy above the lowest of the compared OMol25 structures with the same formula, charge and spin: 41.0 kcal per mole. As for the SMILES: C[C@@H](O)[C@](I)(CO)[N+](=O)[O-]. The value obtained for the HOMO-LUMO gap is 9.1787 eV.

Cartesian coordinates (Å):
1 C -0.590 0.159 1.858
2 C 1.523 -0.165 -0.893
3 C -0.699 -0.629 0.608
4 C -0.012 0.027 -0.686
5 N -0.297 1.575 -0.869
6 O -1.357 1.898 -0.318
7 O 0.531 2.290 -1.362
8 O 1.720 -1.554 -0.933
9 O -2.039 -0.886 0.246
10 I -0.954 -0.709 -2.453
11 H -0.713 -0.494 2.777
12 H 0.311 0.694 2.048
13 H -1.453 0.857 1.947
14 H 2.025 0.217 -1.920
15 H 2.256 0.151 -0.098
16 H -0.273 -1.534 0.573
17 H 2.644 -1.825 -0.784
18 H -2.622 -0.072 0.261



No. 2
The following is a quantum chemistry calculation of a molecular structure, C23H18BClCoN7O4S2 at a distorted geometry, from OMol25.

For the HOMO energy (alpha / beta), the calculation gives -8.058 / -8.058 eV. As for the energy above the lowest of the compared OMol25 structures with the same formula, charge and spin: 32.8 kcal per mole. The value obtained for the HOMO-LUMO gap (alpha / beta) is 7.3458 / 7.3465 eV.

Cartesian coordinates (Å):
1 Co 0.382 -0.438 0.536
2 C 1.623 -0.006 4.533
3 C 0.628 -0.240 3.582
4 N 1.187 -0.515 2.405
5 N 2.523 -0.441 2.568
6 C 2.811 -0.139 3.837
7 B 3.418 -0.622 1.336
8 N 2.921 -1.874 0.621
9 C 3.522 -3.060 0.448
10 C 2.627 -3.911 -0.170
11 C 1.470 -3.146 -0.337
12 N 1.670 -1.926 0.142
13 N 3.107 0.581 0.444
14 C 3.900 1.550 -0.025
15 C 3.116 2.468 -0.698
16 C 1.818 1.971 -0.589
17 N 1.832 0.839 0.105
18 H 1.495 0.233 5.576
19 H -0.443 -0.239 3.694
20 H 3.837 -0.035 4.161
21 H 4.582 -0.699 1.617
22 H 4.541 -3.214 0.772
23 H 2.781 -4.941 -0.449
24 H 0.530 -3.409 -0.792
25 H 4.965 1.522 0.147
26 H 3.428 3.369 -1.199
27 H 0.895 2.379 -0.970
28 Cl -6.684 -0.790 2.545
29 C -4.992 -0.495 2.249
30 C -4.412 0.711 2.681
31 C -3.087 0.978 2.449
32 C -2.272 0.049 1.770
33 O -1.017 0.321 1.580
34 C -2.867 -1.157 1.363
35 C -2.097 -2.081 0.616
36 O -0.885 -2.012 0.362
37 C -4.230 -1.415 1.597
38 H -5.027 1.429 3.209
39 H -2.631 1.907 2.770
40 H -2.632 -2.955 0.225
41 H -4.669 -2.345 1.247
42 O -2.919 0.365 -1.139
43 S -1.735 1.165 -1.281
44 O -1.583 2.325 -0.450
45 N -0.373 0.192 -1.209
46 C 0.239 0.068 -2.423
47 S 1.583 -0.836 -2.754
48 C -0.442 0.880 -3.470
49 C -0.106 0.984 -4.808
50 C -0.890 1.791 -5.621
51 C -1.979 2.495 -5.103
52 C -2.306 2.405 -3.758
53 C -1.522 1.581 -2.974
54 H 0.744 0.436 -5.196
55 H -0.657 1.877 -6.675
56 H -2.582 3.111 -5.759
57 H -3.137 2.960 -3.339



No. 3
The following is a quantum chemistry calculation of a molecular structure, C9H26AsIrN7OS at a distorted geometry, from OMol25.

As for the spin multiplicity: 5. For the HOMO energy (alpha / beta), the calculation gives -17.714 / -18.500 eV. As for the net charge: +3. As for the energy above the lowest of the compared OMol25 structures with the same formula, charge and spin: 4.2 kcal per mole. The value obtained for the HOMO-LUMO gap (alpha / beta) is 9.7135 / 6.8521 eV.

Cartesian coordinates (Å):
1 Ir 11.870 11.088 6.460
2 C 15.757 13.879 7.525
3 N 14.756 14.297 6.552
4 C 14.984 15.573 5.914
5 C 13.656 13.649 6.289
6 N 13.433 12.395 6.743
7 N 12.704 14.251 5.469
8 C 11.585 13.659 4.890
9 N 10.897 14.528 4.102
10 N 11.217 12.427 5.026
11 H 16.234 14.780 7.849
12 H 16.491 13.200 6.983
13 H 15.320 13.424 8.434
14 H 16.021 15.897 6.137
15 H 14.412 16.436 6.295
16 H 15.036 15.425 4.849
17 H 14.234 12.047 7.257
18 H 12.839 15.227 5.222
19 H 11.296 15.430 3.801
20 H 10.126 14.164 3.611
21 H 10.612 12.123 4.313
22 C 8.421 10.189 5.789
23 As 8.589 10.404 7.675
24 C 8.099 8.826 8.618
25 C 7.416 11.910 8.055
26 S 10.495 10.996 8.402
27 H 7.473 9.639 5.531
28 H 9.227 9.612 5.318
29 H 8.520 11.190 5.391
30 H 6.967 8.644 8.464
31 H 8.215 8.952 9.711
32 H 8.514 7.888 8.316
33 H 6.338 11.690 7.746
34 H 7.940 12.760 7.514
35 H 7.306 12.070 9.147
36 C 13.699 5.920 6.961
37 N 13.249 7.286 7.127
38 C 13.272 8.153 6.106
39 N 13.923 7.943 4.961
40 O 12.491 9.177 6.126
41 H 13.091 5.301 7.584
42 H 14.746 5.720 7.318
43 H 13.617 5.552 5.968
44 H 12.730 7.433 7.960
45 H 14.654 7.276 4.930
46 H 14.104 8.709 4.290



No. 4
The following is a quantum chemistry calculation of 8 unconnected molecules or ions with the total composition C28H32F4N4O8 at a distorted geometry, from OMol25.

For the HOMO energy, the calculation gives -9.133 eV. As for the energy above the lowest of the compared OMol25 structures with the same formula, charge and spin: 0.0 kcal per mole. As for the SMILES: C[N+](=O)[O-].C[N+](=O)[O-].C[N+](=O)[O-].C[N+](=O)[O-].Fc1ccccc1.Fc1ccccc1.Fc1ccccc1.Fc1ccccc1. The value obtained for the HOMO-LUMO gap is 9.2447 eV.

Cartesian coordinates (Å):
1 F 9.695 15.949 14.915
2 C 9.659 15.269 13.695
3 C 10.382 15.756 12.592
4 C 10.208 15.108 11.374
5 C 9.457 13.937 11.241
6 C 8.675 13.556 12.333
7 C 8.763 14.258 13.555
8 H 11.044 16.604 12.629
9 H 10.836 15.425 10.551
10 H 9.323 13.450 10.278
11 H 7.896 12.772 12.234
12 H 8.201 13.893 14.404
13 F 15.892 16.647 13.753
14 C 14.926 15.873 14.285
15 C 13.839 16.439 14.987
16 C 12.803 15.668 15.514
17 C 12.840 14.325 15.218
18 C 13.881 13.797 14.505
19 C 14.936 14.541 13.966
20 H 13.816 17.497 15.055
21 H 12.039 16.123 16.106
22 H 12.132 13.647 15.697
23 H 13.787 12.732 14.322
24 H 15.738 14.078 13.424
25 F 9.366 12.148 6.441
26 C 9.332 11.004 7.210
27 C 10.523 10.353 7.587
28 C 10.461 9.419 8.623
29 C 9.268 9.120 9.244
30 C 8.101 9.707 8.787
31 C 8.159 10.678 7.791
32 H 11.472 10.702 7.179
33 H 11.345 8.852 8.905
34 H 9.161 8.334 9.965
35 H 7.159 9.395 9.219
36 H 7.255 11.241 7.446
37 F 12.890 10.293 13.263
38 C 13.721 9.323 12.753
39 C 14.860 8.978 13.469
40 C 15.717 8.016 12.938
41 C 15.314 7.286 11.804
42 C 14.161 7.629 11.144
43 C 13.339 8.649 11.649
44 H 15.164 9.556 14.304
45 H 16.638 7.868 13.511
46 H 16.003 6.511 11.435
47 H 13.889 7.046 10.265
48 H 12.341 8.751 11.204
49 C 17.302 10.656 10.976
50 N 16.844 11.960 11.456
51 O 17.689 12.823 11.549
52 O 15.655 12.167 11.690
53 H 16.888 9.848 11.554
54 H 18.406 10.643 11.038
55 H 16.953 10.592 9.909
56 C 15.679 16.260 10.637
57 N 14.371 15.711 10.145
58 O 13.331 16.177 10.659
59 O 14.423 14.823 9.329
60 H 16.164 15.437 11.138
61 H 15.401 17.074 11.302
62 H 16.215 16.599 9.783
63 C 12.692 12.313 10.710
64 N 12.831 12.179 9.254
65 O 12.329 13.032 8.561
66 O 13.370 11.150 8.782
67 H 11.627 12.462 10.944
68 H 13.209 13.205 11.104
69 H 13.191 11.517 11.242
70 C 15.301 13.359 6.564
71 N 16.445 13.542 7.519
72 O 16.589 12.612 8.283
73 O 17.109 14.559 7.432
74 H 14.918 14.334 6.234
75 H 14.578 12.751 7.074
76 H 15.718 12.836 5.724



No. 5
The following is a quantum chemistry calculation of 11 unconnected molecules or ions with the total composition H24NO10 at a distorted geometry, from OMol25.

For the HOMO energy, the calculation gives -12.772 eV. As for the net charge: +1. As for the energy above the lowest of the compared OMol25 structures with the same formula, charge and spin: 42.8 kcal per mole. The value obtained for the HOMO-LUMO gap is 9.1152 eV.

Cartesian coordinates (Å):
1 N 0.397 0.263 0.834
2 H -0.136 0.518 0.007
3 H 0.043 0.699 1.687
4 H 1.394 0.394 0.696
5 H 0.190 -0.711 0.937
6 O 0.285 2.848 -0.629
7 H -0.096 3.421 -1.238
8 H -0.445 2.730 -0.071
9 O 2.250 -2.118 0.415
10 H 1.904 -2.838 -0.080
11 H 2.852 -2.486 1.065
12 O -0.789 -1.170 3.190
13 H -1.214 -0.809 3.970
14 H 0.131 -1.325 3.529
15 O 2.254 1.536 -2.269
16 H 1.890 2.303 -1.836
17 H 1.729 0.727 -2.287
18 O -1.812 0.982 -2.052
19 H -1.572 1.262 -2.912
20 H -2.630 1.422 -1.889
21 O -2.497 -1.043 0.226
22 H -3.183 -1.006 0.886
23 H -2.453 -0.167 -0.081
24 O 3.778 -0.495 -1.168
25 H 3.079 -0.813 -0.583
26 H 3.544 0.338 -1.585
27 O -0.883 -3.379 1.613
28 H -0.924 -2.801 2.372
29 H -1.561 -3.055 0.981
30 O 0.701 -0.610 -2.041
31 H -0.143 -0.296 -2.356
32 H 0.774 -1.465 -2.436
33 O -1.937 2.306 0.938
34 H -2.277 2.255 1.835
35 H -2.628 2.577 0.342